The following is a DFT calculation (wB97M-V/def2-TZVPD) of a 6-piece molecular cluster, C34H69BCl2N2O18P overall in a non-equilibrium geometry.

As for the HOMO-LUMO gap: 8.46 eV. As for the total charge: +1.

Bonds (Å) are listed after each position.
Atoms and positions in Å:
1 C -1.9655 0.3606 -0.3783  C2 1.570, H24 1.089, H25 1.085, H26 1.086
2 C -0.8814 1.4620 -0.1043  C1 1.570, B3 1.552, H27 1.091, H28 1.087
3 B -0.6737 2.3844 -1.3354  C2 1.552, O4 1.382, P5 1.963
4 O -1.3555 3.5830 -1.4289  B3 1.382, H29 0.974
5 P 0.5265 1.9672 -2.8312  B3 1.963, C6 1.809, C14 1.836, N19 1.697
6 C 0.7366 0.1711 -2.8889  P5 1.809, C7 1.541, H30 1.085, H31 1.091
7 C 1.6247 -0.3700 -4.0267  C6 1.541, C8 1.521, H32 1.090, H33 1.089
8 C 1.6106 -1.8897 -4.0936  C7 1.521, C9 1.537, H34 1.090, H35 1.088
9 C 1.9766 -2.5337 -2.7468  C8 1.537, N10 1.474, H36 1.087, H37 1.089
10 N 0.8011 -2.5744 -1.8585  C9 1.474, C11 1.403, H38 1.015
11 C 1.0498 -2.5970 -0.4776  N10 1.403, C12 1.508, O13 1.175
12 C 2.1099 -1.7464 0.1752  C11 1.508, H39 1.088, H40 1.086, H41 1.085
13 O 0.3744 -3.2717 0.2078  C11 1.175
14 C -0.2620 2.6332 -4.3499  P5 1.836, Cl15 1.774, C16 1.584, H42 1.084
15 Cl -1.6732 1.5905 -4.6095  C14 1.774
16 C 0.7576 2.6945 -5.5608  C14 1.584, C17 1.541, Cl18 1.795, H43 1.081
17 C 1.1260 4.1585 -5.8725  C16 1.541, H44 1.086, H45 1.089, H46 1.081
18 Cl 0.0139 2.0242 -7.0503  C16 1.795
19 N 2.0590 2.6742 -2.6562  P5 1.697, C20 1.496, C21 1.453
20 C 1.9742 4.1471 -2.4065  N19 1.496, H47 1.089, H48 1.085, H49 1.082
21 C 2.8370 2.0119 -1.6230  N19 1.453, C22 1.515, O23 1.160
22 C 4.1477 1.3483 -1.9934  C21 1.515, H50 1.089, H51 1.080, H52 1.084
23 O 2.4871 2.0097 -0.5176  C21 1.160
24 H -1.7974 -0.1087 -1.3462  C1 1.089
25 H -2.9730 0.7585 -0.3184  C1 1.085
26 H -1.8777 -0.4060 0.3864  C1 1.086
27 H 0.0341 0.9525 0.2004  C2 1.091
28 H -1.2470 2.0383 0.7414  C2 1.087
29 H -2.1824 3.4185 -1.9157  O4 0.974
30 H -0.2212 -0.3392 -2.9025  C6 1.085
31 H 1.2006 -0.1108 -1.9422  C6 1.091
32 H 2.6514 -0.0344 -3.8798  C7 1.090
33 H 1.3210 0.0416 -4.9877  C7 1.089
34 H 2.3869 -2.2046 -4.7905  C8 1.090
35 H 0.6786 -2.2887 -4.4888  C8 1.088
36 H 2.8087 -1.9595 -2.3467  C9 1.087
37 H 2.3702 -3.5274 -2.9575  C9 1.089
38 H 0.3072 -3.4439 -2.0352  N10 1.015
39 H 2.7343 -1.1686 -0.5038  C12 1.088
40 H 2.7538 -2.4281 0.7229  C12 1.086
41 H 1.6903 -1.0713 0.9140  C12 1.085
42 H -0.5591 3.6533 -4.1339  C14 1.084
43 H 1.6788 2.1786 -5.3271  C16 1.081
44 H 0.3491 4.8498 -5.5591  C17 1.086
45 H 2.0648 4.4010 -5.3776  C17 1.089
46 H 1.3192 4.2548 -6.9319  C17 1.081
47 H 1.6969 4.3713 -1.3778  C20 1.089
48 H 2.9598 4.5600 -2.5943  C20 1.085
49 H 1.2679 4.5723 -3.1074  C20 1.082
50 H 4.4449 1.7710 -2.9518  C22 1.089
51 H 4.8806 1.5719 -1.2327  C22 1.080
52 H 4.0181 0.2767 -2.0966  C22 1.084
53 C -8.7946 -1.7609 -1.0338  C54 1.514, H60 1.091, H61 1.090, H62 1.089
54 C -8.0900 -1.0006 0.0697  C53 1.514, O55 1.439, H63 1.088, H64 1.090
55 O -6.7350 -0.6768 -0.2894  C54 1.439, C56 1.328
56 C -6.5904 0.3328 -1.1405  O55 1.328, O57 1.203, O58 1.344
57 O -7.4677 1.0021 -1.6194  C56 1.203
58 O -5.2783 0.4788 -1.3902  C56 1.344, C59 1.424
59 C -4.9838 1.4788 -2.3600  O58 1.424, H65 1.089, H66 1.090, H67 1.090
60 H -8.2202 -2.6451 -1.3143  C53 1.091
61 H -9.7869 -2.0721 -0.7084  C53 1.090
62 H -8.9043 -1.1483 -1.9280  C53 1.089
63 H -8.0209 -1.6229 0.9598  C54 1.088
64 H -8.6321 -0.0959 0.3452  C54 1.090
65 H -5.4351 2.4341 -2.0951  C59 1.089
66 H -5.3233 1.1607 -3.3455  C59 1.090
67 H -3.9006 1.5951 -2.3825  C59 1.090
68 C 8.4256 0.7741 2.5713  C69 1.515, H75 1.091, H76 1.090, H77 1.089
69 C 8.0834 1.9148 1.6350  C68 1.515, O70 1.433, H78 1.089, H79 1.091
70 O 9.2102 2.2877 0.8329  C69 1.433, C71 1.334
71 C 9.4940 1.4669 -0.1801  O70 1.334, O72 1.207, O73 1.332
72 O 8.8873 0.4684 -0.4813  C71 1.207
73 O 10.5807 1.9337 -0.7937  C71 1.332, C74 1.430
74 C 11.0662 1.1016 -1.8507  O73 1.430, H80 1.088, H81 1.089, H82 1.086
75 H 9.2986 1.0266 3.1741  C68 1.091
76 H 7.5876 0.5580 3.2344  C68 1.090
77 H 8.6665 -0.1322 2.0170  C68 1.089
78 H 7.8156 2.7951 2.2173  C69 1.089
79 H 7.2297 1.6713 1.0002  C69 1.091
80 H 10.2819 0.8862 -2.5735  C74 1.088
81 H 11.4698 0.1761 -1.4427  C74 1.089
82 H 11.8640 1.6480 -2.3458  C74 1.086
83 C -1.5901 -4.3603 3.2362  C84 1.513, H90 1.091, H91 1.090, H92 1.090
84 C -0.8973 -3.0187 3.3243  C83 1.513, O85 1.439, H93 1.087, H94 1.091
85 O -1.8142 -1.9729 3.6935  C84 1.439, C86 1.334
86 C -2.1563 -1.9371 4.9825  O85 1.334, O87 1.204, O88 1.337
87 O -1.7570 -2.6757 5.8459  C86 1.204
88 O -3.0283 -0.9377 5.1510  C86 1.337, C89 1.430
89 C -3.5509 -0.8349 6.4781  O88 1.430, H95 1.088, H96 1.089, H97 1.087
90 H -2.4480 -4.3077 2.5636  C83 1.091
91 H -0.9017 -5.1230 2.8726  C83 1.090
92 H -1.9662 -4.6758 4.2091  C83 1.090
93 H -0.5049 -2.7498 2.3466  C84 1.087
94 H -0.0550 -3.0471 4.0167  C84 1.091
95 H -2.7504 -0.7757 7.2124  C89 1.088
96 H -4.1986 -1.6840 6.6920  C89 1.089
97 H -4.1384 0.0783 6.5201  C89 1.087
98 C -8.2600 4.6021 0.2930  C99 1.514, H105 1.092, H106 1.090, H107 1.089
99 C -7.5424 5.3298 1.4097  C98 1.514, O100 1.438, H108 1.089, H109 1.090
100 O -6.1816 5.6293 1.0555  C99 1.438, C101 1.333
101 C -6.0182 6.6538 0.2185  O100 1.333, O102 1.203, O103 1.340
102 O -6.8880 7.3458 -0.2412  C101 1.203
103 O -4.7074 6.7782 -0.0327  C101 1.340, C104 1.429
104 C -4.3947 7.7940 -0.9872  O103 1.429, H110 1.088, H111 1.090, H112 1.087
105 H -7.7021 3.7111 -0.0021  C98 1.092
106 H -9.2599 4.3045 0.6081  C98 1.090
107 H -8.3542 5.2302 -0.5922  C98 1.089
108 H -7.4888 4.6918 2.2901  C99 1.089
109 H -8.0660 6.2406 1.6999  C99 1.090
110 H -4.8267 8.7502 -0.7004  C104 1.088
111 H -4.7484 7.5017 -1.9759  C104 1.090
112 H -3.3119 7.8881 -1.0105  C104 1.087
113 C 3.3361 -9.4887 3.3218  C114 1.514, H120 1.091, H121 1.090, H122 1.089
114 C 4.0083 -8.1360 3.4301  C113 1.514, O115 1.435, H123 1.089, H124 1.090
115 O 3.0766 -7.1079 3.7970  C114 1.435, C116 1.337
116 C 2.7214 -7.0890 5.0854  O115 1.337, O117 1.203, O118 1.336
117 O 3.1209 -7.8334 5.9423  C116 1.203
118 O 1.8330 -6.1058 5.2539  C116 1.336, C119 1.431
119 C 1.2938 -6.0309 6.5771  O118 1.431, H125 1.088, H126 1.089, H127 1.087
120 H 2.4871 -9.4389 2.6381  C113 1.091
121 H 4.0403 -10.2372 2.9580  C113 1.090
122 H 2.9555 -9.8178 4.2878  C113 1.089
123 H 4.4069 -7.8446 2.4593  C114 1.089
124 H 4.8421 -8.1568 4.1322  C114 1.090
125 H 2.0830 -5.9697 7.3235  C119 1.088
126 H 0.6576 -6.8940 6.7685  C119 1.089
127 H 0.6863 -5.1309 6.6329  C119 1.087